The following is a DFT calculation (ωB97M-V with the def2-TZVPD basis set) of a structure of composition C38H46N9O5S2Sn.

```
101
Properties=species:S:1:pos:R:3:mulliken_charge:R:1
Sn 0.270 0.062 -0.257 2.1415
C -4.880 -0.777 2.116 -1.0599
N -3.958 -0.202 1.135 0.0653
C -4.610 0.320 -0.075 -0.6632
C -2.657 -0.139 1.273 0.8175
O -1.924 0.367 0.370 -0.1866
C -2.019 -0.693 2.533 -1.7196
O -0.648 -0.396 2.503 -0.3221
C -0.167 0.503 3.474 -1.1496
C 0.860 1.392 2.809 0.3092
O 1.122 1.239 1.588 -0.2012
N 1.473 2.300 3.536 0.0720
C 1.239 2.536 4.962 -1.0612
C 2.515 3.146 2.946 -0.8339
H -5.600 -0.020 2.424 0.3589
H -5.427 -1.595 1.650 0.3538
H -4.370 -1.159 2.994 0.4505
H -5.148 1.237 0.162 0.3419
H -3.876 0.515 -0.849 0.0411
H -5.327 -0.416 -0.435 0.3994
H -2.498 -0.277 3.419 0.7498
H -2.140 -1.779 2.551 0.5075
H -0.969 1.119 3.887 0.7471
H 0.304 -0.058 4.285 0.4861
H 0.500 1.858 5.376 0.4449
H 2.175 2.408 5.505 0.3570
H 0.893 3.558 5.107 0.3626
H 2.526 3.023 1.869 0.1486
H 2.321 4.188 3.193 0.3425
H 3.488 2.867 3.353 0.3481
N 3.638 -1.446 0.159 -0.2254
C 3.656 -0.166 -0.295 -0.1528
N 2.587 0.561 -0.523 1.0530
C 2.905 1.814 -1.005 -0.7245
C 4.221 2.030 -1.169 -0.2391
S 5.125 0.643 -0.690 -0.1817
C 1.810 2.741 -1.223 -0.9426
C 1.874 4.000 -1.676 -0.2203
S 0.300 4.693 -1.788 -0.1393
C -0.389 3.224 -1.199 -0.0618
N 0.524 2.294 -0.944 1.2708
N -1.704 3.083 -1.020 -0.0790
H 2.764 -1.799 0.515 -0.0614
H 4.488 -1.848 0.516 0.2765
H 4.719 2.914 -1.532 0.5127
H 2.745 4.578 -1.941 0.4957
H -2.329 3.825 -1.286 0.2386
H -2.091 2.158 -0.893 -0.2704
O 1.618 -0.593 -2.870 -0.6937
C 0.532 -0.139 -3.243 -1.5193
N 0.127 0.080 -4.499 0.4120
C -1.251 0.595 -4.570 1.8835
C -1.588 0.635 -3.056 -0.4607
O -2.622 1.021 -2.568 -0.8544
N -0.496 0.151 -2.368 1.2549
C -1.297 1.980 -5.211 -0.4425
C -2.045 3.030 -4.690 -0.1180
C -2.084 4.258 -5.342 -0.9765
C -1.400 4.442 -6.533 -0.6600
C -0.662 3.393 -7.065 -0.8160
C -0.591 2.181 -6.398 -0.3665
C -2.150 -0.447 -5.250 0.3762
C -2.740 -0.221 -6.484 -0.3681
C -3.456 -1.236 -7.114 -0.9534
C -3.610 -2.468 -6.504 -0.6948
C -3.046 -2.692 -5.253 -0.8340
C -2.319 -1.689 -4.635 0.0587
H 0.729 0.008 -5.302 0.4165
H -2.622 2.884 -3.789 0.6463
H -2.657 5.074 -4.920 0.4829
H -1.451 5.391 -7.050 0.4523
H -0.155 3.511 -8.014 0.4383
H -0.036 1.365 -6.849 0.2911
H -2.629 0.735 -6.975 0.5005
H -3.889 -1.057 -8.088 0.4605
H -4.185 -3.248 -6.986 0.4354
H -3.192 -3.641 -4.752 0.4632
H -1.898 -1.856 -3.647 0.2241
C 1.349 -3.658 -4.698 -0.7636
N 1.494 -3.891 -3.230 0.0326
C 2.830 -3.427 -2.747 -0.7985
C 0.368 -3.218 -2.492 0.1275
C 0.409 -3.456 -1.010 -0.5738
C 0.351 -4.774 -0.546 -0.8842
C 0.396 -5.078 0.805 -1.0860
C 0.482 -4.061 1.738 -0.8508
C 0.504 -2.733 1.317 -0.0022
C 0.476 -2.457 -0.043 0.7548
H 2.147 -4.165 -5.234 0.3988
H 1.411 -2.588 -4.879 0.2507
H 0.387 -4.034 -5.039 0.3701
H 1.434 -4.896 -3.062 0.4720
H 2.891 -2.351 -2.884 0.3070
H 3.614 -3.926 -3.311 0.4375
H 2.938 -3.668 -1.693 0.3510
H -0.566 -3.598 -2.907 0.7051
H 0.457 -2.166 -2.696 -0.4067
H 0.249 -5.580 -1.268 0.4538
H 0.357 -6.110 1.126 0.4405
H 0.523 -4.286 2.796 0.5039
H 0.536 -1.947 2.049 0.5249
```

The calculated total energy comes out at -3354.5716 a.u. The energy relative to the best compared isomer or geometry (same formula, charge and spin) is 112.7 kJ/mol. Its net charge is +3. As for the highest occupied orbital energy: -14.9 eV.

---

The following is a DFT calculation (ωB97M-V with the def2-TZVPD basis set) of a cluster of 2 separate species, C38H47N2 in total.

```
87
Properties=species:S:1:pos:R:3:mulliken_charge:R:1
C -3.980 -1.573 -3.170 -1.7224
C -3.103 -2.147 -2.102 0.8131
C -3.139 -1.566 -0.852 -0.8754
C -2.263 -1.946 0.163 1.3693
C -2.374 -1.148 1.410 -1.4383
C -1.351 -2.994 -0.061 0.1511
C -0.318 -3.329 0.981 0.1140
C -0.912 -4.063 2.213 -1.6777
C 0.559 -2.110 1.381 -1.3830
C 0.821 -0.965 0.285 0.8365
C 2.317 -1.015 -0.083 0.4133
C 2.733 -1.185 -1.429 1.0328
C 1.741 -1.150 -2.551 -1.3296
C 4.036 -1.488 -1.778 -0.8261
C 5.048 -1.625 -0.808 0.5841
C 6.415 -2.004 -1.238 -1.5019
C 4.674 -1.334 0.510 -0.8802
C 3.383 -0.977 0.859 1.3296
C 3.187 -0.626 2.305 -1.6230
C -1.400 -3.675 -1.286 1.0687
C -0.503 -4.845 -1.565 -1.7654
C -2.226 -3.207 -2.313 -1.1243
H -4.364 -2.337 -3.841 0.5041
H -4.828 -1.042 -2.727 0.3526
H -3.439 -0.862 -3.809 0.2217
H -3.887 -0.803 -0.619 0.3490
H -1.845 -1.536 2.282 0.2846
H -2.035 -0.117 1.208 -0.1285
H -3.424 -1.035 1.733 0.5454
H 0.353 -4.083 0.573 0.7410
H -1.461 -4.976 1.924 0.3714
H -0.134 -4.340 2.940 0.4556
H -1.610 -3.411 2.745 0.3032
H 0.149 -1.639 2.284 0.3295
H 1.522 -2.536 1.718 0.6007
H 0.367 -1.422 -0.616 -0.6822
H 2.150 -0.529 -3.351 0.5832
H 1.617 -2.158 -2.993 0.3694
H 0.759 -0.739 -2.281 -0.5034
H 4.291 -1.586 -2.824 0.4695
H 7.139 -1.810 -0.447 0.3596
H 6.517 -3.057 -1.542 0.2912
H 6.756 -1.404 -2.088 0.3633
H 5.497 -1.355 1.235 0.3578
H 4.128 -0.273 2.744 0.5353
H 2.422 0.135 2.431 -0.0575
H 2.925 -1.517 2.910 0.3220
H -0.740 -5.316 -2.528 0.4339
H 0.546 -4.531 -1.605 0.3294
H -0.586 -5.630 -0.801 0.3333
H -2.167 -3.670 -3.303 0.4110
C -0.861 1.493 3.064 -0.7325
N 0.065 2.004 2.095 0.8113
C 0.024 1.671 0.683 0.3074
H 0.496 0.117 0.520 -1.0268
C -1.327 1.938 0.042 0.8190
C -2.229 2.903 0.591 -1.2448
C -3.374 3.320 -0.083 -1.3443
C -3.705 2.781 -1.339 0.9932
C -4.971 3.213 -1.996 -1.5997
C -2.809 1.884 -1.927 -1.4478
C -1.652 1.459 -1.253 1.2661
N 1.041 2.553 0.148 0.7446
C 1.343 2.675 -1.238 -1.0354
C 1.321 3.562 1.076 0.9568
C 0.733 3.210 2.259 0.5995
C 0.605 4.077 3.350 -0.9313
C 1.101 5.383 3.143 -0.6790
C 1.691 5.747 1.946 -0.6051
C 1.832 4.852 0.861 -1.0258
H -0.385 1.634 4.036 0.4922
H -1.835 2.033 3.087 0.3184
H -1.016 0.423 2.866 -0.1724
H -1.966 3.394 1.542 0.2853
H -4.027 4.066 0.378 0.4385
H -5.437 2.406 -2.564 0.3632
H -5.699 3.573 -1.265 0.4100
H -4.797 4.041 -2.691 0.3028
H -3.039 1.500 -2.939 0.4288
H -0.948 0.777 -1.748 0.0527
H 2.425 2.778 -1.341 0.4346
H 1.021 1.779 -1.793 0.2585
H 0.903 3.578 -1.695 0.3199
H 0.138 3.742 4.250 0.4951
H 1.020 6.110 3.965 0.3959
H 2.079 6.768 1.826 0.3822
H 2.273 5.103 -0.082 0.5575
```

The calculated total energy comes out at -1585.4314 a.u. The energy relative to the best compared isomer or geometry (same formula, charge and spin) is 104.8 kJ/mol. Its net charge is +1. As for the highest occupied orbital energy: -10.7 eV.